The following is a DFT calculation (ωB97M-V/def2-TZVPD) of a 9-piece molecular cluster, C46H43Br4N7O14 overall.

```
114
Properties=species:S:1:pos:R:3:forces:R:3
O -31.365 8.376 -0.591 0.5539 -0.1782 -1.5099
N -30.449 8.338 -1.420 -0.1176 0.6402 1.1832
O -29.274 8.305 -1.086 -0.3327 -0.1458 -0.5975
C -30.751 8.405 -2.869 0.8278 -0.0639 -1.4152
C -32.037 8.539 -3.334 -1.3894 0.2087 0.7324
C -32.380 8.523 -4.681 0.9985 0.3042 0.4860
C -31.357 8.383 -5.608 -0.0889 0.8252 -0.6488
C -30.027 8.360 -5.207 -0.4351 -0.2364 1.1105
C -29.733 8.375 -3.846 0.3275 -0.5237 0.4425
H -32.842 8.745 -2.645 0.0476 -0.2503 0.3410
H -33.401 8.768 -4.931 0.0054 -0.3290 -0.2998
H -31.566 8.486 -6.663 -0.1350 -0.3441 -0.1733
H -29.190 8.300 -5.886 -0.2204 -0.0102 -0.1176
H -28.680 8.293 -3.617 -0.0424 0.0607 0.5481
O -19.967 12.531 -3.011 1.1646 1.2434 -0.4017
N -20.614 11.623 -2.610 0.3000 -2.7331 0.5762
O -21.803 11.574 -2.551 -2.5207 0.4727 0.1540
C -19.968 10.340 -2.197 4.4316 0.5181 -0.7975
C -18.556 10.242 -2.551 -1.4572 -1.8347 1.1375
C -17.858 9.042 -2.186 -0.7840 1.6142 -1.3238
C -18.515 7.975 -1.627 -1.2365 -0.2798 0.6284
C -19.867 8.108 -1.272 0.6637 0.8664 0.1961
C -20.552 9.303 -1.504 -0.7726 -0.8208 -0.7336
H -18.070 10.980 -3.172 -0.0905 0.2404 0.2985
H -16.834 8.886 -2.493 0.1240 0.3202 -0.0037
H -18.009 7.030 -1.499 0.0643 -0.0396 0.2226
H -20.431 7.384 -0.702 0.2645 -0.5019 -0.2387
H -21.614 9.212 -1.331 -0.1250 0.8134 0.3177
O -24.454 2.428 -8.444 -2.1342 0.2622 0.1127
N -24.639 2.624 -7.241 2.9307 -0.4414 -1.9195
O -23.647 2.537 -6.534 -0.6949 0.2941 1.7230
C -25.907 3.018 -6.695 -1.4521 0.4638 1.4017
C -25.943 3.555 -5.400 1.6941 -0.5200 -0.8992
C -27.106 3.883 -4.771 -0.6938 -0.0800 0.0440
C -28.324 3.809 -5.459 0.9456 -0.6180 -0.9158
C -28.295 3.333 -6.798 0.1602 -0.0413 1.0880
C -27.106 2.858 -7.367 0.2550 0.5184 -0.4704
H -24.982 3.726 -4.939 -0.0300 -0.1878 0.3492
H -27.004 4.149 -3.729 -0.4406 0.3660 0.0272
H -29.235 4.076 -4.946 -0.1441 0.0685 -0.2545
H -29.215 3.273 -7.360 -0.0170 -0.0445 -0.0391
H -27.035 2.447 -8.364 -0.3966 -0.0757 -0.1318
O -26.933 7.033 -4.940 -0.2548 0.3990 0.5369
N -26.165 6.729 -5.822 1.0802 -0.5958 0.3951
O -26.488 6.496 -6.948 -0.3400 -0.4518 -1.4076
C -24.732 6.609 -5.475 1.5847 0.8976 1.3397
C -24.324 7.351 -4.387 -0.4633 1.8030 1.1532
C -23.016 7.493 -3.924 -1.0801 -1.1155 0.0463
C -22.089 6.647 -4.471 0.8519 -0.3759 0.1169
C -22.411 5.891 -5.578 -0.7463 -0.2849 -0.2755
C -23.701 5.914 -6.098 -0.8540 -0.4578 -1.2656
H -25.025 7.962 -3.837 -0.4653 -0.1297 -0.1665
H -22.843 8.059 -3.021 0.1339 0.1818 -0.1422
H -21.129 6.477 -4.005 0.2710 0.4255 -0.0248
H -21.688 5.218 -6.016 0.0489 0.0428 -0.1599
H -23.933 5.395 -7.016 0.1405 -0.2592 -0.0482
O -26.567 10.742 -6.612 -1.0998 0.0470 0.2517
N -25.590 10.779 -5.894 -0.1339 -0.3318 -0.0634
O -24.480 10.774 -6.345 1.4667 0.0506 0.1719
C -25.768 10.788 -4.434 0.2598 -0.0648 1.4370
C -27.062 10.960 -3.911 0.8959 0.7699 -0.2618
C -27.186 11.045 -2.540 -0.1127 -0.3933 -0.5132
C -26.094 10.818 -1.719 -1.4943 -0.0216 1.0229
C -24.817 10.656 -2.178 -0.5302 -0.0514 -0.8320
C -24.645 10.651 -3.566 -0.2943 0.1205 -0.4700
H -27.928 11.198 -4.511 0.1708 -0.3143 -0.3906
H -28.170 11.254 -2.147 0.0322 -0.1357 0.2890
H -26.352 10.719 -0.675 0.4268 0.2644 0.3139
H -24.048 10.551 -1.427 0.4546 -0.0800 -0.4872
H -23.633 10.538 -3.925 -0.1340 0.0668 -0.4913
O -13.440 6.752 -3.693 -2.4575 -0.6057 -0.0602
N -14.328 5.895 -3.436 2.6384 1.4663 -0.9526
O -14.039 4.929 -2.801 -0.6304 -1.5396 0.9788
C -15.686 6.006 -3.986 -0.3859 0.3730 -0.6889
C -15.975 7.133 -4.744 1.1975 0.3380 0.9646
C -17.243 7.337 -5.190 -1.0939 -0.4066 -1.0804
C -18.210 6.371 -5.001 -1.0540 -1.5247 1.5472
C -17.964 5.204 -4.223 1.6657 1.3244 -0.6761
C -16.651 5.024 -3.783 -0.1226 0.0590 0.8960
H -15.213 7.890 -4.853 0.1228 -0.0609 -0.1394
H -17.531 8.192 -5.784 0.2587 0.2452 0.1093
H -19.232 6.551 -5.301 -0.0144 0.1351 -0.3453
H -18.640 4.437 -3.874 -0.5501 0.2517 -0.5212
H -16.467 4.173 -3.144 0.4048 -0.0379 -0.0489
O -19.097 4.596 -0.914 0.1028 -0.1264 -1.2243
N -19.949 3.983 -0.304 0.3936 1.3007 1.5570
O -19.948 3.983 0.921 -0.6840 -0.8507 -0.5146
C -21.032 3.353 -1.036 -1.7585 -0.2127 -1.2403
C -21.859 2.423 -0.429 0.4603 -0.9696 0.6078
C -22.810 1.685 -1.138 0.3937 0.7107 0.6977
C -23.009 1.927 -2.485 -0.7561 -0.0845 1.0715
C -22.348 2.989 -3.032 1.2750 1.5641 -0.8898
C -21.377 3.744 -2.345 0.7979 -1.1950 0.7803
H -21.689 2.158 0.604 0.0335 0.1703 0.1388
H -23.419 1.008 -0.557 0.0288 -0.2915 -0.2363
H -23.790 1.380 -2.993 0.1799 -0.0084 -0.3844
H -22.512 3.279 -4.059 -0.2043 -0.0807 -0.1746
H -20.755 4.502 -2.797 -0.3101 0.1212 -0.3010
Br -27.029 6.801 -12.078 -0.1623 -0.5799 1.1328
C -26.989 5.768 -10.357 1.0855 0.9332 0.2074
C -25.521 5.510 -9.949 -0.2657 -0.3271 0.2081
Br -24.558 7.141 -9.353 -0.3146 -0.2542 -0.6424
H -27.700 4.948 -10.460 0.7413 -0.4437 -0.3305
H -27.398 6.324 -9.513 -0.1495 0.5823 -0.5390
H -24.869 5.037 -10.683 -0.3017 0.1759 -0.0651
H -25.485 4.926 -9.029 -0.2538 -0.1879 -0.1527
Br -28.614 10.166 -11.086 0.2571 -0.0166 0.1692
C -27.597 9.526 -9.532 -1.1245 -0.2570 0.5553
C -28.603 9.006 -8.431 0.8466 0.4592 -0.9175
Br -29.747 7.580 -9.189 0.1121 0.4488 0.5672
H -27.023 10.405 -9.238 -0.1673 -0.2706 0.4328
H -26.917 8.744 -9.868 -0.2379 0.0850 -0.0313
H -29.249 9.796 -8.050 -0.0879 -0.0612 -0.3782
H -28.098 8.583 -7.562 0.2685 -0.1571 -0.3907
```
Forces are in eV/Å.

For the gap between HOMO and LUMO, the calculation gives 8.30 eV. For the HOMO energy, the calculation gives -9.662 eV. Its SMILES is O=[N+]([O-])c1ccccc1.O=[N+]([O-])c1ccccc1.O=[N+]([O-])c1ccccc1.O=[N+]([O-])c1ccccc1.O=[N+]([O-])c1ccccc1.O=[N+]([O-])c1ccccc1.O=[N+]([O-])c1ccccc1.BrCCBr.BrCCBr.

Atomic partial charges in e from the Mulliken method, atoms 1 to 2: atom 1 (O): -0.610, atom 2 (N): 1.013

---

The following is a DFT calculation (ωB97M-V/def2-TZVPD) of C45H29F9N10NiP as an isolated structure.

```
95
Properties=species:S:1:pos:R:3:forces:R:3
Ni 0.034 0.877 1.273 0.7179 -0.1506 1.2098
C -1.871 4.262 3.008 -0.0497 0.1675 0.0244
C -0.916 5.215 2.646 0.0674 0.0478 -0.0390
C 0.380 4.813 2.416 0.0666 -0.0127 0.0480
C 0.718 3.451 2.507 0.0360 -0.2316 0.0942
N -0.257 2.520 2.665 -0.0265 0.2337 -0.2322
C -1.495 2.944 2.985 0.0901 -0.2606 -0.0367
N 2.072 3.135 2.548 -0.1525 0.0710 -0.1705
C 2.466 1.906 2.642 -0.0273 0.2225 -0.0244
N 1.729 0.799 2.380 -0.2152 -0.1131 0.0538
C 2.390 -0.301 2.822 -0.0521 -0.1791 -0.0001
N 1.911 -1.493 2.949 -0.1215 -0.1277 -0.1882
C 0.549 -1.732 2.836 0.0366 0.2848 0.0164
C 0.138 -3.032 3.184 0.0840 0.0078 0.0291
C -1.194 -3.342 3.281 0.0002 -0.0927 0.0086
C -2.140 -2.344 3.040 -0.0727 -0.0379 0.0488
C -1.683 -1.113 2.649 0.2628 0.0762 0.0517
N -0.375 -0.794 2.505 -0.4823 -0.2764 -0.1595
C 3.761 0.100 3.241 -0.1193 -0.0210 -0.0846
C 4.828 -0.619 3.731 0.0588 -0.1250 0.0241
C 5.970 0.095 4.092 0.0071 -0.0155 0.0072
C 6.019 1.482 3.977 -0.0385 0.0264 -0.0186
C 4.926 2.203 3.497 0.0649 0.1015 0.0016
C 3.810 1.484 3.125 -0.1316 0.0774 -0.1042
H -2.879 4.547 3.284 0.0787 -0.0487 -0.0274
H -1.182 6.265 2.582 0.0345 -0.0742 0.0349
H 1.176 5.517 2.211 -0.0497 -0.0177 0.0385
H -2.207 2.164 3.237 0.0162 -0.0099 -0.1316
H 0.916 -3.753 3.397 -0.0380 0.0408 0.0115
H -1.509 -4.341 3.560 0.0388 0.0710 -0.0017
H -3.200 -2.533 3.153 0.0711 0.0508 -0.0377
H -2.383 -0.311 2.442 0.0137 0.0058 -0.0770
H 4.777 -1.697 3.834 -0.0020 0.0741 0.0029
H 6.832 -0.436 4.479 -0.0442 0.0304 -0.0285
H 6.916 2.008 4.277 -0.0272 -0.0215 -0.0166
H 4.942 3.284 3.419 0.0129 -0.0885 0.0321
N 3.239 2.223 -1.286 0.1283 0.0478 -0.0765
C 2.841 1.249 -0.466 0.0855 -0.0401 0.0279
N 1.545 1.365 -0.273 -0.4482 0.5019 -0.3321
C 1.212 2.471 -1.002 -0.1004 -0.1318 0.0631
N 2.213 3.022 -1.639 0.1039 -0.1149 0.0938
C -0.163 2.971 -0.988 0.0223 -0.0940 0.1083
C -0.604 3.995 -1.813 -0.1843 0.1132 -0.1204
N -1.851 4.451 -1.745 0.1018 -0.0807 -0.0047
C -2.664 3.850 -0.883 0.0608 0.0996 -0.0923
C -2.235 2.802 -0.084 0.0007 -0.0908 0.0937
N -0.978 2.375 -0.110 -0.0885 0.1621 -0.1376
H 4.168 2.426 -1.614 0.0902 0.0082 -0.0358
H 3.489 0.488 -0.054 -0.0337 0.1142 0.0007
H 0.066 4.446 -2.539 -0.0525 -0.0165 0.0877
H -3.683 4.215 -0.823 0.0287 -0.0420 -0.0080
H -2.922 2.289 0.577 0.0129 0.0583 0.0943
F -5.076 -5.865 -2.082 -0.0549 0.0151 0.0057
C -5.499 -4.596 -1.968 0.0089 0.0120 0.0042
F -6.049 -4.253 -3.145 -0.0281 -0.0412 0.0382
F -6.466 -4.566 -1.040 -0.0074 -0.0515 -0.0690
C -4.361 -3.676 -1.621 0.0878 0.0245 -0.0409
C -3.230 -3.679 -2.436 -0.0077 -0.0251 -0.0235
C -2.177 -2.837 -2.148 0.0183 -0.0113 -0.0133
C -2.238 -1.974 -1.048 0.1596 0.1795 0.0309
C -3.375 -1.973 -0.258 -0.0194 0.1267 0.0742
C -4.439 -2.828 -0.537 0.0047 0.0613 0.1021
P -0.858 -0.758 -0.789 -0.1874 -0.3775 -0.6911
C -1.143 0.157 -2.383 0.2316 0.1048 0.1563
C -0.224 0.361 -3.411 -0.0399 -0.0444 -0.0130
C -0.557 1.123 -4.523 0.1317 -0.0302 0.0370
C -1.807 1.707 -4.615 -0.0951 0.0019 0.0155
C -2.736 1.522 -3.604 -0.0195 -0.0227 0.0969
C -2.401 0.754 -2.501 0.0156 -0.0707 0.0137
C -2.131 2.532 -5.831 -0.0347 -0.0086 0.0542
F -1.281 3.570 -5.944 -0.0413 0.0033 -0.0350
F -3.376 3.026 -5.784 0.0948 -0.0034 -0.0619
F -2.017 1.804 -6.954 -0.0238 0.0748 0.0239
C 0.577 -1.900 -0.970 -0.0657 0.0362 0.0890
C 1.799 -1.597 -1.571 0.0257 -0.0808 0.0443
C 2.841 -2.513 -1.564 -0.0307 0.1267 -0.0140
C 2.685 -3.733 -0.925 -0.0197 -0.0337 0.0305
C 1.497 -4.036 -0.285 -0.0512 0.0241 0.0381
C 0.452 -3.124 -0.310 0.0057 -0.0441 -0.0234
C 3.840 -4.697 -0.921 -0.0469 0.0301 0.0382
F 4.847 -4.234 -0.155 -0.0009 -0.0590 -0.0293
F 3.489 -5.900 -0.448 0.0790 0.0469 -0.0345
F 4.331 -4.866 -2.159 0.0240 -0.0427 0.0546
H -3.187 -4.337 -3.296 0.0159 0.0141 0.0492
H -1.302 -2.844 -2.788 -0.0214 0.0175 0.0219
H -3.456 -1.293 0.580 0.0301 -0.0297 -0.0014
H -5.321 -2.827 0.090 0.0310 0.0154 -0.0316
H 0.754 -0.084 -3.384 0.0666 -0.0729 0.0011
H 0.163 1.265 -5.321 -0.0227 -0.0369 0.0521
H -3.715 1.978 -3.675 0.0223 -0.0331 -0.0079
H -3.143 0.604 -1.724 -0.0119 -0.0136 -0.0168
H 1.963 -0.644 -2.043 -0.0117 0.0334 -0.0665
H 3.780 -2.279 -2.052 -0.0580 0.0020 -0.0052
H 1.383 -4.983 0.227 -0.0196 0.0347 -0.0238
H -0.478 -3.377 0.183 0.0306 -0.0318 0.0095
```
Forces are in eV/Å.

For the gap between HOMO and LUMO (alpha / beta), the calculation gives 7.38 / 7.33 eV. For the HOMO energy (alpha / beta), the calculation gives -10.688 / -10.653 eV. The spin multiplicity is 3. The total charge is +1. Its expectation value of S² is 2.006.

Atomic partial charges in e from the Mulliken method, atoms 1 to 2: atom 1 (Ni): 0.838, atom 2 (C): -0.860

---

The following is a DFT calculation (ωB97M-V/def2-TZVPD) of C12H19N5O8PbS2 as an isolated structure.

```
47
Properties=species:S:1:pos:R:3:forces:R:3
Pb -1.300 -0.558 0.946 -0.1219 0.0115 0.0274
C 0.459 2.302 -0.786 0.0000 0.0018 -0.0103
C -0.317 1.616 -1.898 0.0064 0.0096 0.0110
N -0.370 0.157 -1.753 0.0474 0.0395 -0.0221
C 0.905 -0.518 -1.982 -0.0729 -0.0319 -0.0555
C 1.827 -0.562 -0.788 0.0727 0.0137 0.0145
C 3.206 -0.632 -0.986 0.0013 0.0115 -0.0223
C 4.040 -0.693 0.113 0.0006 0.0014 0.0057
C 3.489 -0.654 1.386 -0.0028 -0.0006 0.0004
C 2.109 -0.581 1.506 -0.0079 0.0016 -0.0004
C 1.441 -0.527 2.865 0.0050 0.0008 0.0048
N 0.214 0.250 2.858 -0.0012 0.0045 -0.0260
C 0.393 1.702 2.932 0.0031 -0.0124 -0.0039
C 0.838 2.328 1.619 0.0091 0.0156 0.0162
N -0.064 1.997 0.534 -0.0054 -0.0134 -0.0004
N 1.313 -0.559 0.439 -0.0128 -0.0154 -0.0305
H 0.480 3.383 -0.995 -0.0019 -0.0035 -0.0063
H 1.502 1.971 -0.811 0.0017 0.0019 -0.0057
H 0.114 1.897 -2.867 0.0220 0.0135 0.0168
H -1.351 1.974 -1.876 -0.0057 -0.0111 -0.0260
H -0.974 -0.160 -2.505 -0.0453 -0.0663 0.0581
H 1.438 -0.092 -2.841 0.0276 0.0443 -0.0151
H 0.675 -1.558 -2.227 -0.0213 0.0010 0.0360
H 3.599 -0.619 -1.995 -0.0023 0.0013 0.0003
H 5.115 -0.743 -0.017 -0.0015 -0.0011 -0.0024
H 4.113 -0.662 2.271 -0.0063 -0.0016 0.0039
H 2.165 -0.131 3.593 0.0024 -0.0065 0.0030
H 1.185 -1.551 3.144 0.0007 -0.0015 -0.0073
H -0.409 -0.007 3.629 -0.0058 -0.0088 -0.0028
H 1.131 1.957 3.709 0.0026 0.0021 -0.0008
H -0.570 2.113 3.234 -0.0073 -0.0072 0.0000
H 1.835 1.971 1.342 0.0002 -0.0007 -0.0042
H 0.935 3.415 1.780 0.0030 -0.0021 -0.0039
H -0.986 2.392 0.704 0.0042 0.0085 0.0062
O -1.991 0.726 4.601 -0.0112 -0.0005 0.0148
S -3.059 0.311 3.672 -0.0133 0.1713 -0.0633
O -4.365 0.233 4.299 0.0148 -0.0111 -0.0159
O -2.665 -0.979 3.027 0.0500 -0.0465 -0.0336
S -3.116 1.680 2.123 0.0202 -0.1147 0.0873
O -0.002 1.145 -6.782 0.0122 -0.0084 -0.0088
N 0.156 0.859 -5.582 -0.0699 0.0042 -0.0534
O -0.764 0.302 -4.943 0.0647 0.0098 0.0636
O 1.237 1.132 -5.009 0.0252 -0.0110 0.0676
O -0.491 -3.022 -0.422 0.0131 -0.0170 -0.0296
C -0.153 -3.397 0.711 0.0193 0.0313 0.0616
O -0.228 -2.736 1.783 0.0007 0.0018 -0.0360
H 0.269 -4.424 0.812 -0.0134 -0.0095 -0.0126
```
Forces are in eV/Å.

For the gap between HOMO and LUMO, the calculation gives 6.59 eV. For the HOMO energy, the calculation gives -2.305 eV. The total charge is -2.

Atomic partial charges in e from the natural (NBO) method, atoms 1 to 2: atom 1 (Pb): 1.425, atom 2 (C): -0.221

---

Total energy list, top to bottom, in eV: -367644.1397 -136824.6670 -63502.8188